The following is a DFT calculation (ωB97M-V/def2-TZVPD) of one molecule with the formula C8H13NS at a distorted geometry.

Output
energy relative to the best compared isomer or geometry (same formula, charge and spin)	9.6	kcal/mol
charge	0
Kohn-Sham gap	8.54	eV
SMILES	C[C@H]1C[C@@H]2SC=C[C@@H]2CN1

Each atom is followed by the atoms it is bonded to, with distances in Å.
Element x y z (Å)
1 C -2.24715 0.95894 -1.99238  H12 1.131, C15 1.419, C19 1.379
2 H 0.74332 1.65787 -2.37894  C20 1.148
3 H 0.76375 -1.36062 1.40523  C8 1.113
4 C 0.65515 0.97477 -0.21817  H5 1.048, H6 1.039, C20 1.543, C22 1.552
5 H 1.43867 0.31427 -0.43721  C4 1.048
6 H 1.04627 1.83106 0.22058  C4 1.039
7 H -3.38394 2.76503 -1.64828  C19 1.100
8 C 0.52655 -0.41963 1.95087  H3 1.113, H11 1.064, H21 1.142, C22 1.554
9 C -0.99776 -0.90501 -1.18659  N14 1.480, C15 1.521, H16 1.068, H18 1.141
10 H -2.18298 -0.08731 0.21322  N14 1.037
11 H -0.02240 -0.58835 2.84609  C8 1.064
12 H -3.12859 0.31590 -2.29172  C1 1.131
13 H -0.65513 0.09826 -3.11302  C15 1.118
14 N -1.25488 -0.54884 0.22620  C9 1.480, H10 1.037, C22 1.478
15 C -0.97539 0.33434 -2.06842  C1 1.419, C9 1.521, H13 1.118, C20 1.541
16 H -1.74262 -1.57932 -1.54822  C9 1.068
17 H -0.78019 1.14478 1.39380  C22 1.083
18 H 0.01931 -1.39120 -1.36019  C9 1.141
19 C -2.40226 2.27150 -1.59781  C1 1.379, H7 1.100, S23 1.662
20 C -0.00431 1.41035 -1.54381  H2 1.148, C4 1.543, C15 1.541, S23 1.855
21 H 1.36015 0.21992 2.39778  C8 1.142
22 C -0.26961 0.35154 0.86119  C4 1.552, C8 1.554, N14 1.478, H17 1.083
23 S -0.95877 2.94323 -1.12041  C19 1.662, C20 1.855